27
Properties=species:S:1:pos:R:3 method="wB97M-V/def2-TZVPD" smiles=CC(C)n1nc2cc(Cl)ccc2[n+]1C energy_ev=-27564.7300 de_lowest_kj_mol=216.0 homo_lumo_gap_ev=8.247 charge=+1 lumo_energy_ev=-4.5
Cl 5.367 -0.745 -0.021
N -0.086 1.012 0.102
N -0.614 -0.222 0.214
N 0.289 -1.182 0.304
C 1.471 -0.637 0.255
C -2.315 -1.991 0.988
C 2.799 -1.023 0.262
C -2.053 -0.719 0.193
C 2.274 1.769 0.045
C 3.809 -0.128 0.042
C 1.257 0.825 0.166
C -2.494 -0.779 -1.250
C -1.014 2.167 0.005
C 3.557 1.224 -0.150
H -1.969 -1.900 1.956
H -2.587 0.310 -1.682
H -2.807 0.022 0.787
H 2.141 2.804 0.057
H -3.517 -1.226 -1.193
H -1.834 -2.921 0.591
H -0.567 2.852 -0.765
H 4.312 1.812 -0.582
H -1.871 1.770 -0.552
H 3.080 -2.106 0.280
H -3.321 -2.077 0.959
H -2.020 -1.553 -1.885
H -1.290 2.644 0.874